(1)
The following is a quantum chemistry calculation of an isolated ion of composition C2H2N3OS and charge +1, from the Open Molecules 2025 dataset.

Each line ends with the natural charge from an NBO analysis.
CARTESIAN COORDINATES (ANGSTROEM)
C  1.0763  -0.6115  0.1753  0.07
C  -0.4397  1.0402  -0.7522  0.09
N  0.0895  -1.4493  0.0873  0.00
N  -1.0213  -1.2264  -0.3211  -0.17
N  0.7268  0.6598  -0.3864  -0.52
O  -2.1869  0.8454  1.1014  -0.76
S  -1.9995  0.3712  -0.2225  1.48
H  2.1670  -0.9057  0.5573  0.31
H  1.5879  1.2763  -0.2391  0.50

Cartesian forces (eV/Å) of the 3 atoms listed first:
C 1.959 -2.283 0.572
C 0.893 -0.979 0.953
N -0.064 1.575 0.326

Summary:
**SMILES string**: O=S1#C[NH+]=CN=N1
**Multiplicity**: 1
**Total charge**: +1
**LUMO (spin up / spin down)**: -7.7 / -7.7 eV

=====

(2)
The following is a quantum chemistry calculation of one molecule with the formula C2H2N4, from the Open Molecules 2025 dataset.

Each line ends with the natural charge from an NBO analysis.
CARTESIAN COORDINATES (ANGSTROEM)
C  -1.2447  0.2561  -0.0212  0.16
C  1.2776  -0.2281  0.0243  0.16
H  -2.3280  0.4014  0.1195  0.20
H  2.3035  -0.4868  0.0380  0.20
N  -0.8996  -1.0353  -0.0229  -0.18
N  0.4025  -1.2794  -0.0581  -0.18
N  0.9064  1.0507  -0.0399  -0.18
N  -0.4177  1.3213  -0.0398  -0.18

Cartesian forces (eV/Å) of the 3 atoms listed first:
C -0.077 0.496 0.878
C -3.005 -0.334 -0.820
H 0.682 0.405 -0.378

Summary:
**SMILES string**: c1nncnn1
**Multiplicity**: 1
**LUMO**: -1.1 eV

=====

(3)
The following is a quantum chemistry calculation of a 2-piece molecular cluster, C2H2N4O4 overall, from the Open Molecules 2025 dataset.

Each line ends with the natural charge from an NBO analysis.
CARTESIAN COORDINATES (ANGSTROEM)
C  -2.5099  -1.2788  -0.7689  0.14
C  -1.8259  2.8752  -2.3491  0.80
N  -1.4500  -0.8718  -0.6290  -0.36
N  -1.4160  1.9327  -1.8020  -0.22
N  0.4098  2.0129  -0.3389  -0.02
N  1.2582  1.3450  0.2392  0.52
O  2.2032  1.8842  0.7503  -0.38
O  -2.5528  3.6190  -2.8889  -0.51
O  1.3671  -0.0408  0.1933  -0.50
O  -0.5134  1.2590  -1.1817  -0.21
H  -3.4148  -1.7894  -0.8577  0.23
H  0.5179  -0.2787  -0.2431  0.51

Cartesian forces (eV/Å) of the 3 atoms listed first:
C 1.233 0.166 0.208
C -1.775 2.202 -1.323
N -0.370 -0.874 0.256

Summary:
**SMILES string**: O=C=NO/N=[N+](/[O-])O.C#N
**Multiplicity**: 1
**LUMO**: 0.3 eV

=====

(4)
The following is a quantum chemistry calculation of one molecule with the formula C2H2N4S, from the Open Molecules 2025 dataset.

Each line ends with the natural charge from an NBO analysis.
CARTESIAN COORDINATES (ANGSTROEM)
C  0.9161  -0.2334  -0.3812  -0.21
C  -0.3762  0.2070  -0.1593  0.08
H  3.0317  -1.0326  0.4187  0.16
H  1.4517  -0.6195  -1.1860  0.25
N  -0.9834  0.3708  1.0438  -0.19
N  -2.1972  0.5519  0.9868  -0.02
N  -2.4516  0.5132  -0.5454  -0.04
N  -1.4425  0.1578  -1.0731  -0.16
S  2.0513  0.0848  0.8957  0.14

Cartesian forces (eV/Å) of the 3 atoms listed first:
C -1.257 1.926 3.025
C 0.611 -2.303 -1.638
H -1.951 2.556 1.080

Summary:
**SMILES string**: SC=C1N=NN=N1
**Multiplicity**: 1
**LUMO**: -1.6 eV

=====

Energy relative to the best compared isomer or geometry (same formula, charge and spin) (kJ/mol)
304.9 208.2 438.7 197.4
Maximum force (eV/A)
3.13 3.13 4.52 3.80
Electronic energy (eV)
-19445.1811 -8063.9741 -16247.1933 -18897.8332